Record 1
A structure of composition C31H58BrN4NiOP3 in a non-equilibrium geometry, computed with ωB97M-V/def2-TZVPD.

Each line ends with the Löwdin spin population.
Atoms and positions in Å:
N 2.48 -3.97 3.60  0.009
C 1.18 -3.68 3.68  -0.002
C 0.45 -3.24 2.59  0.008
C 1.09 -3.11 1.33  0.001
C 2.45 -3.53 1.24  0.009
C 3.09 -3.92 2.42  -0.002
C 0.41 -2.56 0.21  0.035
Ni 0.76 -0.28 -1.25  1.511
P -0.55 1.00 -2.33  0.089
C 1.02 -2.44 -1.07  0.000
C 0.28 -2.78 -2.29  0.012
C 0.99 -2.96 -3.50  0.013
C 0.29 -2.94 -4.70  -0.001
C -1.09 -2.67 -4.65  0.018
C -1.83 -2.85 -3.47  -0.004
C -1.13 -2.91 -2.27  0.022
Br -1.97 -1.92 -6.18  0.005
H -0.65 -2.32 0.31  0.003
H 2.12 -2.45 -1.17  0.000
H -0.60 -2.95 2.70  0.000
H 3.01 -3.52 0.31  0.000
H 0.70 -3.77 4.65  0.000
H 4.15 -4.18 2.38  0.000
H 2.07 -3.05 -3.47  0.001
H -1.65 -2.98 -1.32  0.000
H 0.79 -3.04 -5.66  0.000
H -2.92 -2.88 -3.48  0.000
P 2.34 0.78 -0.33  0.106
C -2.32 0.52 -2.18  0.029
C -3.17 0.61 -3.44  0.009
H -2.76 1.12 -1.36  0.000
H -2.31 -0.53 -1.83  0.003
H -4.22 0.40 -3.20  0.002
H -3.15 1.61 -3.90  0.000
H -2.86 -0.13 -4.19  0.000
C 0.02 0.52 -4.03  0.017
C -0.27 1.48 -5.18  0.006
H -0.42 -0.46 -4.24  0.000
H 1.11 0.36 -3.95  0.003
H 0.11 1.04 -6.11  0.001
H -1.35 1.64 -5.33  0.000
H 0.24 2.44 -5.03  0.000
C -0.48 2.82 -2.15  0.001
C -1.53 3.64 -2.89  0.001
H 0.53 3.14 -2.44  0.000
H -0.57 3.00 -1.07  0.001
H -1.33 4.71 -2.73  0.000
H -1.52 3.47 -3.97  0.000
H -2.54 3.45 -2.50  0.000
C 2.39 2.30 0.71  0.016
C 2.00 3.62 0.08  0.000
H 3.42 2.37 1.09  0.004
H 1.75 2.06 1.58  0.001
H 2.37 4.45 0.70  0.000
H 2.42 3.76 -0.93  0.000
H 0.91 3.74 0.01  0.000
C 3.43 1.21 -1.75  0.015
C 3.80 -0.02 -2.58  0.005
H 4.33 1.71 -1.35  0.003
H 2.88 1.95 -2.35  0.000
H 4.42 0.28 -3.43  0.000
H 4.36 -0.76 -1.99  0.000
H 2.90 -0.52 -2.98  0.002
C 3.45 -0.25 0.73  0.027
C 3.18 -0.23 2.23  0.001
H 4.48 0.09 0.53  0.005
H 3.37 -1.28 0.35  0.001
H 3.73 -1.05 2.72  0.000
H 3.50 0.71 2.71  0.000
H 2.10 -0.37 2.45  0.000
C -0.84 2.93 2.31  0.000
N -1.26 1.98 3.35  0.000
C -0.96 2.44 4.70  0.000
P -1.29 0.35 2.95  0.000
O -0.07 -0.12 2.23  0.007
N -1.55 -0.50 4.37  0.000
C -2.78 -1.23 4.64  0.000
C -0.40 -0.87 5.19  0.000
N -2.71 0.21 2.07  0.000
C -3.61 1.31 1.79  0.000
C -2.97 -1.00 1.29  0.000
H 0.15 3.35 2.54  0.000
H -1.56 3.76 2.27  0.000
H -0.80 2.44 1.32  0.000
H -1.53 1.86 5.44  0.000
H 0.11 2.37 4.94  0.000
H -1.25 3.50 4.78  0.000
H -2.71 -2.28 4.33  0.000
H -3.00 -1.20 5.72  0.000
H -3.61 -0.76 4.10  0.000
H 0.54 -0.60 4.70  0.000
H -0.43 -0.37 6.17  0.000
H -0.37 -1.96 5.37  0.000
H -3.40 1.79 0.81  0.000
H -4.64 0.93 1.75  0.000
H -3.54 2.07 2.57  0.000
H -2.54 -0.92 0.27  0.000
H -2.57 -1.90 1.78  0.000
H -4.06 -1.12 1.19  0.000

Properties
Spin multiplicity = 3
Molar mass = 734.35 g mol⁻¹
Gap between HOMO and LUMO (spin up / spin down) = 6.5521 / 5.9243 eV
LUMO (spin up / spin down) = -6.94 / -7.69 eV
Total charge = +2
Relative energy (zero: lowest compared OMol25 entry of this formula, charge and spin) = 0.09 kcal per mole
HOMO (spin up / spin down) = -0.496 / -0.501 hartree



Record 2
A cluster of 7 separate species, C31H58FN7O2S in total, computed with ωB97M-V/def2-TZVPD.

Each line ends with the Löwdin charge.
Atoms and positions in Å:
C 3.41 1.58 -3.79  -0.115
C 4.43 0.54 -3.31  -0.253
C 3.89 -0.76 -2.68  -0.195
C 2.48 -0.73 -2.08  -0.214
C 2.39 -0.30 -0.61  -0.208
C 3.19 0.94 -0.23  -0.194
C 3.71 0.89 1.20  -0.207
N 4.88 0.01 1.39  -0.116
S 6.36 0.59 1.14  0.565
O 7.32 -0.40 1.47  -0.242
O 6.44 1.93 1.61  -0.248
F 6.45 0.71 -0.44  -0.178
H 3.87 2.20 -4.56  0.037
H 2.51 1.13 -4.22  0.067
H 3.12 2.25 -2.99  0.065
H 5.07 0.28 -4.16  0.101
H 5.10 1.03 -2.59  0.059
H 3.94 -1.56 -3.43  0.101
H 4.58 -1.05 -1.88  0.099
H 2.08 -1.75 -2.13  0.079
H 1.78 -0.12 -2.66  0.092
H 1.34 -0.09 -0.40  0.078
H 2.65 -1.15 0.04  0.107
H 4.05 1.09 -0.89  0.075
H 2.58 1.83 -0.34  0.079
H 3.97 1.88 1.58  0.109
H 2.93 0.48 1.86  0.121
H 4.77 -0.89 0.95  0.116
C 8.68 3.71 -2.99  -0.106
C 7.84 4.50 -2.00  -0.255
C 6.38 4.03 -1.96  -0.182
C 5.71 4.18 -3.26  -0.227
N 5.17 4.29 -4.26  0.160
H 8.31 3.83 -4.01  0.071
H 9.72 4.05 -2.97  0.071
H 8.67 2.64 -2.75  0.076
H 7.86 5.56 -2.25  0.110
H 8.25 4.40 -0.99  0.108
H 5.81 4.59 -1.22  0.122
H 6.33 2.98 -1.68  0.094
C -0.16 2.98 2.62  -0.106
C -1.10 3.80 1.75  -0.255
C -1.65 3.01 0.56  -0.187
C -0.57 2.54 -0.31  -0.196
N 0.29 2.20 -0.99  0.181
H 0.72 2.66 2.06  0.061
H 0.19 3.56 3.48  0.072
H -0.65 2.08 2.99  0.052
H -0.58 4.69 1.39  0.109
H -1.95 4.14 2.35  0.101
H -2.32 3.63 -0.04  0.118
H -2.21 2.14 0.91  0.076
C -0.53 -5.34 -3.69  -0.109
C -1.82 -4.56 -3.53  -0.266
C -1.59 -3.07 -3.28  -0.183
C -0.82 -2.82 -2.07  -0.223
N -0.20 -2.64 -1.11  0.167
H 0.08 -5.30 -2.79  0.070
H -0.73 -6.39 -3.90  0.069
H 0.07 -4.95 -4.52  0.075
H -2.40 -4.97 -2.70  0.115
H -2.44 -4.66 -4.42  0.061
H -2.55 -2.54 -3.19  0.118
H -1.05 -2.62 -4.12  0.121
C -3.34 1.44 6.31  -0.114
C -4.28 2.27 5.46  -0.258
C -4.84 1.49 4.26  -0.179
C -3.77 1.04 3.37  -0.208
N -2.93 0.70 2.67  0.168
H -2.45 1.13 5.76  0.072
H -3.00 2.01 7.18  0.077
H -3.84 0.54 6.67  0.059
H -3.77 3.17 5.10  0.108
H -5.13 2.60 6.06  0.084
H -5.52 2.11 3.68  0.120
H -5.39 0.62 4.60  0.123
C -5.52 -4.40 -8.98  -0.109
C -4.21 -5.11 -8.64  -0.261
C -4.28 -5.86 -7.30  -0.188
C -4.54 -4.95 -6.18  -0.235
N -4.76 -4.23 -5.32  0.159
H -5.75 -3.64 -8.24  0.072
H -5.44 -3.91 -9.95  0.073
H -6.35 -5.10 -9.02  0.077
H -3.39 -4.40 -8.61  0.112
H -3.97 -5.84 -9.42  0.108
H -3.34 -6.38 -7.10  0.117
H -5.07 -6.61 -7.32  0.121
C -6.69 -0.99 10.86  -0.108
C -5.43 -1.19 10.03  -0.258
C -4.79 0.13 9.58  -0.190
C -5.71 0.92 8.75  -0.240
N -6.44 1.51 8.10  0.164
H -7.46 -0.49 10.29  0.072
H -7.09 -1.95 11.19  0.073
H -6.48 -0.40 11.75  0.078
H -5.65 -1.79 9.15  0.112
H -4.68 -1.74 10.60  0.109
H -3.88 -0.05 9.01  0.106
H -4.52 0.74 10.45  0.123

Properties
Molar mass = 611.92 g mol⁻¹
Structure (SMILES) = CCCCCCCNS(=O)(=O)F.CCCC#N.CCCC#N.CCCC#N.CCCC#N.CCCC#N.CCCC#N
Gap between HOMO and LUMO = 10.7592 eV
LUMO = 0.56 eV
Total charge = 0
HOMO = -0.375 hartree



Record 3
A cluster of 9 separate species, C31H60O20 in total in a non-equilibrium geometry, computed with ωB97M-V/def2-TZVPD.

Each line ends with the Löwdin charge.
Atoms and positions in Å:
C -17.50 19.20 -15.56  0.001
O -16.35 18.50 -16.08  0.038
C -16.51 17.45 -16.75  -0.638
O -17.59 17.00 -17.08  0.106
O -15.30 16.80 -16.99  -0.028
C -15.50 15.46 -17.41  -0.056
H -18.16 19.66 -16.30  0.102
H -17.23 20.02 -14.89  0.089
H -18.01 18.51 -14.89  0.103
H -16.05 15.25 -18.33  0.083
H -16.00 14.93 -16.60  0.098
H -14.53 14.95 -17.47  0.086
C -15.00 17.21 -24.64  -0.081
O -13.69 17.19 -25.10  -0.020
C -12.69 17.05 -24.12  -0.473
O -12.90 16.99 -22.90  0.079
O -11.51 17.05 -24.76  -0.004
C -10.28 16.71 -24.17  -0.046
H -15.21 16.33 -24.04  0.085
H -15.70 17.17 -25.48  0.103
H -15.18 18.04 -23.96  0.089
H -10.23 15.62 -24.15  0.098
H -10.06 17.13 -23.19  0.078
H -9.54 16.81 -24.96  0.100
C -13.56 13.26 -21.41  -0.038
O -13.82 12.20 -22.32  0.020
C -14.78 12.32 -23.21  -0.670
O -15.36 13.37 -23.58  0.077
O -15.05 11.21 -23.67  0.057
C -16.08 10.87 -24.58  -0.011
H -13.22 14.16 -21.92  0.086
H -12.83 12.93 -20.68  0.089
H -14.44 13.60 -20.86  0.095
H -15.68 10.12 -25.25  0.096
H -16.47 11.68 -25.21  0.097
H -16.93 10.45 -24.05  0.099
C -11.71 13.19 -15.45  0.000
O -12.16 14.55 -15.68  -0.007
C -12.21 15.42 -14.69  -0.589
O -12.19 15.28 -13.50  0.142
O -12.59 16.63 -15.21  -0.036
C -12.47 17.84 -14.45  -0.027
H -12.18 12.72 -14.59  0.097
H -10.66 13.38 -15.22  0.085
H -11.76 12.58 -16.34  0.099
H -13.21 17.82 -13.65  0.099
H -12.68 18.77 -15.00  0.070
H -11.49 17.89 -13.98  0.075
C -9.37 19.21 -14.85  -0.007
O -9.18 17.82 -14.95  0.038
C -8.52 17.29 -15.85  -0.670
O -7.93 17.84 -16.74  0.134
O -8.87 15.97 -15.75  0.009
C -8.48 15.10 -16.79  -0.060
H -9.41 19.72 -15.81  0.087
H -8.53 19.58 -14.25  0.111
H -10.26 19.41 -14.25  0.083
H -8.74 14.07 -16.57  0.087
H -7.41 14.99 -16.97  0.097
H -8.92 15.23 -17.78  0.067
C -16.53 19.62 -21.02  -0.156
C -15.56 18.59 -20.44  -0.153
C -16.09 17.23 -20.95  -0.180
O -17.27 17.48 -21.69  -0.140
C -17.79 18.81 -21.40  -0.174
H -16.16 19.96 -21.98  0.104
H -16.74 20.44 -20.34  0.107
H -15.68 18.45 -19.36  0.090
H -14.52 18.85 -20.65  0.096
H -16.22 16.55 -20.11  0.101
H -15.39 16.89 -21.71  0.094
H -18.51 18.75 -20.58  0.109
H -18.33 19.26 -22.23  0.113
C -9.32 20.10 -22.16  -0.171
C -8.44 20.55 -21.01  -0.153
C -9.38 21.47 -20.22  -0.203
O -10.70 20.96 -20.42  -0.161
C -10.75 20.50 -21.80  -0.170
H -9.32 19.01 -22.21  0.078
H -9.02 20.46 -23.14  0.115
H -7.54 21.08 -21.33  0.114
H -8.19 19.75 -20.32  0.109
H -9.34 22.43 -20.74  0.112
H -9.10 21.76 -19.21  0.118
H -11.11 21.24 -22.51  0.119
H -11.35 19.59 -21.83  0.107
C -13.59 22.28 -16.74  -0.187
C -12.43 22.18 -17.67  -0.174
C -11.28 21.67 -16.79  -0.159
O -11.85 21.66 -15.46  -0.137
C -13.25 21.56 -15.47  -0.212
H -14.50 21.94 -17.23  0.114
H -13.64 23.35 -16.54  0.115
H -12.18 23.07 -18.26  0.115
H -12.78 21.47 -18.42  0.099
H -10.62 22.51 -16.95  0.117
H -10.87 20.68 -17.00  0.091
H -13.79 21.96 -14.60  0.126
H -13.63 20.54 -15.54  0.093
O -10.94 14.64 -19.30  0.042
C -11.21 15.87 -19.08  -0.369
O -12.40 16.34 -18.56  0.027
C -12.49 17.67 -18.34  -0.179
C -11.04 18.03 -18.40  -0.133
C -10.41 17.07 -19.35  -0.084
H -12.97 17.98 -17.41  0.119
H -13.01 18.14 -19.17  0.117
H -10.47 18.10 -17.47  0.109
H -10.91 18.96 -18.95  0.101
H -9.37 16.74 -19.27  0.125
H -10.36 17.37 -20.40  0.123

Properties
Molar mass = 752.80 g mol⁻¹
Structure (SMILES) = COC(=O)OC.COC(=O)OC.COC(=O)OC.COC(=O)OC.COC(=O)OC.O=C1CCCO1.C1CCOC1.C1CCOC1.C1CCOC1
Gap between HOMO and LUMO = 9.8433 eV
LUMO = 0.54 eV
Total charge = 0
HOMO = -0.342 hartree